The following is a quantum chemistry calculation of the molecule C19H19NO6, from the Open Molecules 2025 dataset.

Calculated values
Energy above the lowest of the compared OMol25 structures with the same formula, charge and spin: 0.172 eV
LUMO level: 0.76 eV
DFT total energy: -33788.2159 eV
Structure (SMILES): O=C(C[C@H](NC(=O)OCc1ccccc1)C(=O)O)OCc1ccccc1
HOMO-LUMO gap: 10.13 eV
Multiplicity: 1

CARTESIAN COORDINATES (ANGSTROEM)
1 O 0.74 -0.99 -3.16
2 C 0.15 -1.50 -2.25
3 C 0.47 -1.31 -0.78
4 C -0.13 0.02 -0.27
5 N -0.01 0.11 1.16
6 C 0.68 1.11 1.76
7 O 1.38 1.90 1.19
8 O 0.48 1.07 3.09
9 C 1.22 2.00 3.89
10 C 2.52 1.40 4.35
11 C 2.63 0.81 5.60
12 C 3.82 0.23 6.01
13 C 4.91 0.23 5.16
14 C 4.81 0.80 3.90
15 C 3.62 1.38 3.50
16 C -1.61 0.07 -0.67
17 O -2.50 -0.38 -0.01
18 O -1.78 0.67 -1.84
19 O -0.89 -2.32 -2.38
20 C -1.41 -2.52 -3.70
21 C -2.41 -1.44 -4.02
22 C -2.09 -0.41 -4.90
23 C -2.98 0.62 -5.12
24 C -4.20 0.64 -4.46
25 C -4.52 -0.38 -3.58
26 C -3.63 -1.42 -3.36
27 H 0.04 -2.14 -0.21
28 H 1.55 -1.28 -0.64
29 H 0.40 0.86 -0.72
30 H -0.67 -0.42 1.71
31 H 0.58 2.24 4.73
32 H 1.41 2.90 3.29
33 H 1.77 0.81 6.26
34 H 3.89 -0.21 6.99
35 H 5.84 -0.23 5.48
36 H 5.66 0.80 3.24
37 H 3.54 1.83 2.52
38 H -2.71 0.65 -2.12
39 H -1.89 -3.51 -3.68
40 H -0.59 -2.52 -4.42
41 H -1.13 -0.42 -5.40
42 H -2.73 1.41 -5.81
43 H -4.90 1.45 -4.63
44 H -5.47 -0.37 -3.06
45 H -3.88 -2.21 -2.67

---

The following is a quantum chemistry calculation of the ion C7H16NS with charge +1 in a non-equilibrium geometry, from the Open Molecules 2025 dataset.

Calculated values
Energy above the lowest of the compared OMol25 structures with the same formula, charge and spin: 3.487 eV
LUMO level: -4.45 eV
DFT total energy: -19834.2805 eV
Structure (SMILES): C/[NH+]=C(/C)[C@@H](S)C(C)C
Net charge: +1
HOMO-LUMO gap: 8.49 eV
Multiplicity: 1

CARTESIAN COORDINATES (ANGSTROEM)
1 C -2.75 -1.66 -0.80
2 N -2.38 -0.42 -0.13
3 C -1.28 0.27 -0.13
4 C -1.29 1.74 0.30
5 C 0.09 -0.37 -0.13
6 S 0.21 -1.91 -1.04
7 C 1.45 0.36 -0.14
8 C 1.72 1.41 0.94
9 C 2.49 -0.71 0.25
10 H -2.65 -1.63 -1.96
11 H -2.16 -2.45 -0.53
12 H -3.79 -1.97 -0.73
13 H -3.26 0.06 0.17
14 H -0.97 2.24 -0.63
15 H -0.63 1.86 1.16
16 H -2.15 2.29 0.77
17 H 0.01 -0.81 1.00
18 H 1.41 -1.65 -2.03
19 H 1.82 0.86 -1.05
20 H 1.53 2.44 0.64
21 H 2.83 1.56 0.92
22 H 1.31 1.24 1.89
23 H 2.85 -1.51 -0.33
24 H 2.23 -1.16 1.14
25 H 3.35 -0.07 0.45

---

The following is a quantum chemistry calculation of a structure of composition C7H15N2 in a non-equilibrium geometry, from the Open Molecules 2025 dataset.

Calculated values
Energy above the lowest of the compared OMol25 structures with the same formula, charge and spin: 6.268 eV
LUMO level (spin up / spin down): -7.02 / -7.02 eV
DFT total energy: -10470.0273 eV
Net charge: +1
HOMO-LUMO gap (spin up / spin down): 5.48 / 5.48 eV
Multiplicity: 1

CARTESIAN COORDINATES (ANGSTROEM)
1 C -1.30 -1.48 1.58
2 C 0.04 -1.97 1.41
3 C 1.02 -1.06 0.61
4 C -0.81 1.55 0.29
5 C 0.86 2.15 -1.34
6 C -0.09 -0.71 -1.64
7 C 0.53 1.18 -0.25
8 N -1.87 -0.43 1.36
9 N 0.67 -0.24 -0.56
10 H -1.97 -2.10 2.20
11 H 0.46 -2.23 2.34
12 H -0.26 -2.98 0.90
13 H 1.29 -0.38 1.41
14 H 1.91 -1.73 0.34
15 H -1.61 2.00 -0.47
16 H -1.29 0.35 0.67
17 H -0.72 2.34 1.09
18 H 0.07 2.10 -2.09
19 H 1.85 1.90 -1.75
20 H 0.72 3.08 -0.79
21 H -0.42 0.14 -2.20
22 H 0.56 -1.29 -2.35
23 H -0.84 -1.53 -1.32
24 H 1.20 1.35 0.54

---

The following is a quantum chemistry calculation of a structure of composition C55H54N6OP2Pd, from the Open Molecules 2025 dataset.

Calculated values
LUMO level: 0.34 eV
DFT total energy: -90959.8744 eV
HOMO-LUMO gap: 6.68 eV
Multiplicity: 1

CARTESIAN COORDINATES (ANGSTROEM)
1 Pd -0.53 1.33 -0.82
2 C 3.54 -2.55 0.71
3 N 3.06 -1.21 0.39
4 C 1.84 -0.66 0.69
5 N 1.77 0.58 0.24
6 C 2.98 0.86 -0.34
7 C 3.79 -0.25 -0.27
8 C 5.14 -0.56 -0.77
9 C 5.37 -0.75 -2.13
10 C 6.64 -1.04 -2.60
11 C 7.70 -1.16 -1.71
12 C 7.49 -0.98 -0.35
13 C 6.21 -0.68 0.11
14 C 3.28 2.21 -0.88
15 C 4.56 2.57 -1.32
16 C 4.79 3.84 -1.82
17 C 3.77 4.78 -1.87
18 C 2.50 4.43 -1.42
19 C 2.27 3.16 -0.93
20 P 0.64 -1.53 1.74
21 C -0.77 -1.94 0.68
22 N -1.63 -1.12 0.11
23 C -2.58 -1.91 -0.48
24 C -2.29 -3.24 -0.27
25 N -1.13 -3.24 0.48
26 C -0.46 -4.45 0.94
27 C -2.88 -4.50 -0.75
28 C -2.79 -4.82 -2.10
29 C -3.34 -6.01 -2.58
30 C -3.99 -6.87 -1.71
31 C -4.08 -6.56 -0.36
32 C -3.53 -5.37 0.12
33 C -3.71 -1.31 -1.22
34 C -4.82 -2.06 -1.61
35 C -5.85 -1.48 -2.33
36 C -5.80 -0.13 -2.66
37 C -4.71 0.63 -2.26
38 C -3.68 0.04 -1.54
39 C -0.01 -0.16 2.71
40 N -0.78 0.79 2.24
41 C -1.06 1.60 3.28
42 C -0.45 1.15 4.43
43 N 0.23 0.01 4.05
44 C 1.00 -0.85 4.93
45 C -0.49 1.66 5.81
46 C 0.67 1.90 6.54
47 C 0.61 2.40 7.83
48 C -0.63 2.69 8.40
49 C -1.79 2.47 7.67
50 C -1.72 1.96 6.39
51 C -1.96 2.76 3.07
52 C -3.07 2.59 2.24
53 C -3.93 3.65 2.01
54 C -3.69 4.89 2.59
55 C -2.58 5.06 3.40
56 C -1.72 4.00 3.64
57 H 2.70 -3.22 0.84
58 H 4.13 -2.54 1.62
59 H 4.15 -2.90 -0.12
60 H 4.54 -0.65 -2.83
61 H 6.81 -1.18 -3.66
62 H 8.69 -1.39 -2.08
63 H 8.31 -1.06 0.34
64 H 6.04 -0.52 1.17
65 H 5.38 1.86 -1.28
66 H 5.79 4.10 -2.16
67 H 3.96 5.77 -2.26
68 H 1.69 5.14 -1.45
69 H 1.28 2.85 -0.62
70 H -0.56 -5.22 0.18
71 H -0.88 -4.81 1.87
72 H 0.60 -4.24 1.09
73 H -2.30 -4.13 -2.78
74 H -3.27 -6.25 -3.63
75 H -4.42 -7.80 -2.08
76 H -4.59 -7.23 0.32
77 H -3.63 -5.11 1.16
78 H -4.90 -3.11 -1.35
79 H -6.71 -2.08 -2.62
80 H -6.61 0.33 -3.21
81 H -4.65 1.68 -2.50
82 H -2.82 0.64 -1.24
83 H 0.55 -0.82 5.93
84 H 2.04 -0.53 5.00
85 H 0.97 -1.87 4.56
86 H 1.64 1.71 6.09
87 H 1.52 2.58 8.38
88 H -0.68 3.09 9.40
89 H -2.75 2.70 8.11
90 H -2.63 1.79 5.82
91 H -3.23 1.63 1.77
92 H -4.79 3.51 1.36
93 H -4.36 5.71 2.40
94 H -2.38 6.03 3.85
95 H -0.84 4.14 4.26
96 O -1.28 4.21 -0.55
97 C -1.33 3.06 -0.54
98 C -0.27 -2.18 -4.31
99 C -0.25 -1.45 -2.97
100 P -0.03 0.38 -2.93
101 C -1.15 0.89 -4.31
102 C -1.53 2.36 -4.31
103 C 1.64 0.52 -3.71
104 C 1.96 1.87 -4.34
105 H -0.44 -3.25 -4.17
106 H 0.66 -2.08 -4.87
107 H -1.07 -1.81 -4.96
108 H 0.54 -1.86 -2.32
109 H -1.19 -1.64 -2.43
110 H -2.05 0.28 -4.18
111 H -0.71 0.59 -5.27
112 H -2.00 2.64 -3.36
113 H -2.23 2.58 -5.12
114 H -0.67 3.02 -4.43
115 H 1.74 -0.27 -4.47
116 H 2.35 0.28 -2.92
117 H 1.32 2.07 -5.19
118 H 2.99 1.90 -4.69
119 H 1.83 2.69 -3.63

---

The following is a quantum chemistry calculation of a structure of composition C2H6N2 in a non-equilibrium geometry, from the Open Molecules 2025 dataset.

Calculated values
Energy above the lowest of the compared OMol25 structures with the same formula, charge and spin: 4.408 eV
LUMO level: 0.36 eV
DFT total energy: -5147.5118 eV
HOMO-LUMO gap: 9.48 eV
Multiplicity: 1

CARTESIAN COORDINATES (ANGSTROEM)
1 C -1.39 -0.10 0.33
2 N -0.42 0.93 -0.13
3 C 0.86 0.25 -0.26
4 N 1.12 -1.00 -0.02
5 H -2.34 0.39 0.55
6 H -0.97 -0.41 1.30
7 H -1.44 -1.03 -0.24
8 H 0.48 0.90 0.73
9 H 1.49 0.78 -0.97
10 H 1.68 -1.39 -0.77